{"formula": "C6H13NO", "method": "the ωB97M-V functional and the def2-TZVPD basis", "de_lowest_kcal_mol": 138.59, "homo_lumo_gap_ev": 9.789, "molar_mass_g_mol": 115.18, "energy_ev": -9965.1647, "e_lumo_ev": 0.9, "total_charge": 0, "symbols": ["C", "N", "C", "C", "C", "C", "C", "O", "H", "H", "H", "H", "H", "H", "H", "H", "H", "H", "H", "H", "H"], "positions_angstrom": [[0.74018, 1.05672, 1.94580], [0.38847, 0.78383, 0.51048], [-0.66736, 1.80040, 0.13933], [-0.95559, 1.38322, -1.39287], [-0.89655, -0.22807, -1.24198], [-0.20886, -0.52675, 0.13906], [0.90393, -1.63130, 0.23923], [0.55620, -2.67059, -0.61731], [-0.11931, 1.04893, 2.71820], [1.61299, 0.38222, 2.18882], [1.08926, 2.14662, 2.02076], [-0.25135, 2.94746, 0.42064], [-1.65343, 1.73790, 0.59961], [-1.93071, 1.91620, -1.63943], [-0.23360, 1.59224, -2.15186], [-1.84680, -0.84817, -1.25320], [-0.35860, -0.64075, -2.12230], [-0.90686, -0.71898, 0.94721], [0.85397, -2.04141, 1.29066], [1.95200, -1.06101, 0.37612], [1.12913, -1.70866, -1.00146]]}